1.
{
  "formula": "C16H24CaN3O16",
  "method": "the ωB97M-V functional and the def2-TZVPD basis",
  "symbols": ["Ca", "O", "H", "N", "O", "O", "O", "N", "O", "O", "O", "C", "C", "C", "O", "C", "O", "O", "H", "H", "H", "H", "H", "H", "C", "C", "C", "O", "C", "O", "O", "H", "H", "H", "H", "H", "H", "C", "C", "C", "O", "C", "O", "O", "H", "H", "H", "H", "H", "H", "N", "C", "C", "C", "C", "H", "H", "H", "H", "H"],
  "coordinates": [[-1.436, -0.260, 1.375], [-3.487, -0.834, 0.916], [-3.970, -0.163, 0.419], [-1.393, -3.595, 0.060], [-0.519, -4.399, -0.355], [-1.019, -2.400, 0.316], [-2.546, -3.945, 0.222], [-2.525, -2.132, 4.130], [-2.380, -2.007, 5.371], [-1.721, -1.480, 3.379], [-3.471, -2.713, 3.664], [-3.395, 0.754, -5.168], [-2.519, 1.636, -4.311], [-3.263, 2.733, -3.544], [-2.879, 2.557, -2.194], [-2.236, 1.357, -2.054], [-1.991, 0.867, -1.012], [-1.975, 0.821, -3.257], [-3.865, 1.301, -5.984], [-4.137, 0.290, -4.516], [-2.798, -0.061, -5.576], [-1.681, 2.029, -4.891], [-4.348, 2.632, -3.628], [-3.014, 3.730, -3.907], [2.156, -1.429, -3.924], [2.471, -0.843, -2.577], [2.713, 0.676, -2.572], [2.074, 1.123, -1.379], [1.266, 0.131, -0.914], [0.614, 0.199, 0.069], [1.332, -0.944, -1.714], [1.398, -0.874, -4.469], [1.780, -2.446, -3.772], [3.073, -1.579, -4.497], [3.285, -1.380, -2.082], [2.237, 1.166, -3.426], [3.773, 0.930, -2.579], [5.446, -0.078, 3.884], [4.462, -0.473, 2.805], [4.234, -1.995, 2.656], [2.830, -2.128, 2.551], [2.228, -0.945, 2.866], [1.073, -0.760, 2.797], [3.163, -0.044, 3.261], [5.446, 1.006, 3.998], [6.467, -0.311, 3.564], [5.198, -0.614, 4.794], [4.710, -0.003, 1.854], [4.656, -2.616, 3.444], [4.689, -2.293, 1.706], [-2.619, 2.434, 1.555], [-3.159, 1.663, 2.555], [-2.122, 1.309, 3.406], [-0.944, 1.822, 2.834], [-1.253, 2.515, 1.690], [-3.120, 2.992, 0.889], [-4.223, 1.550, 2.645], [-2.195, 0.772, 4.333], [0.037, 1.682, 3.262], [-0.607, 3.066, 1.032]],
  "homo_ev": -3.75,
  "orbital_gap_ev": 5.47,
  "relative_energy_ev": 0.646,
  "charge": -1,
  "lumo_ev": 1.72
}

***

2.
{
  "formula": "C16H24CrF3O12S",
  "method": "the ωB97M-V functional and the def2-TZVPD basis",
  "symbols": ["Cr", "C", "O", "O", "C", "F", "F", "F", "C", "C", "H", "H", "H", "H", "H", "H", "S", "O", "O", "O", "O", "O", "C", "O", "C", "C", "C", "H", "H", "H", "H", "H", "H", "O", "C", "O", "C", "C", "C", "H", "H", "H", "H", "H", "H", "O", "C", "O", "C", "C", "C", "H", "H", "H", "H", "H", "H"],
  "coordinates": [[0.286, 1.817, -0.441], [0.166, 0.941, -3.847], [-0.941, 0.086, -3.777], [0.562, 1.048, -2.481], [1.222, 0.649, -4.952], [0.704, 0.931, -6.173], [2.260, 1.489, -4.882], [1.708, -0.600, -4.893], [-1.873, 0.028, -4.860], [-3.090, -0.675, -4.269], [-3.531, -0.142, -3.427], [-3.844, -0.971, -4.999], [-2.858, -1.612, -3.762], [-1.443, -0.633, -5.612], [-2.082, 0.998, -5.311], [-0.304, 1.893, -4.092], [0.726, 4.358, -1.015], [0.769, 5.616, -0.312], [-0.525, 3.604, -0.895], [0.997, 4.838, -2.347], [1.643, 3.332, -0.541], [0.091, 2.266, 1.790], [-0.017, 2.260, 2.985], [-0.041, 3.287, 3.699], [-0.012, 2.980, 5.079], [0.188, 1.500, 5.185], [-0.123, 1.041, 3.813], [-0.894, 3.254, 5.657], [0.830, 3.516, 5.518], [-0.438, 1.005, 5.927], [1.229, 1.351, 5.473], [-1.108, 0.603, 3.658], [0.706, 0.420, 3.473], [-1.142, 0.211, 0.088], [-1.631, -0.836, 0.504], [-1.264, -1.321, 1.709], [-1.908, -2.534, 1.961], [-2.315, -3.018, 0.603], [-2.536, -1.826, -0.259], [-2.789, -2.428, 2.594], [-1.139, -3.156, 2.419], [-3.211, -3.630, 0.709], [-1.513, -3.698, 0.316], [-3.528, -1.388, -0.145], [-2.251, -1.900, -1.308], [1.651, 0.248, 0.473], [2.179, -0.816, 0.761], [1.945, -1.420, 1.944], [2.383, -2.815, 1.943], [3.556, -2.761, 0.957], [3.212, -1.633, 0.083], [1.663, -3.559, 1.601], [2.780, -3.112, 2.913], [3.623, -3.653, 0.336], [4.478, -2.508, 1.479], [2.770, -1.966, -0.857], [4.023, -0.958, -0.190]],
  "homo_ev": [-2.83, -3.14],
  "orbital_gap_ev": [4.52, 4.83],
  "s2": 6.01,
  "spin_multiplicity": 5,
  "charge": -1,
  "lumo_ev": [1.69, 1.69]
}

***

3.
{
  "formula": "C16H24F6KO8",
  "method": "the ωB97M-V functional and the def2-TZVPD basis",
  "symbols": ["K", "C", "O", "O", "C", "F", "F", "F", "C", "C", "H", "H", "H", "H", "H", "H", "C", "O", "O", "C", "F", "F", "F", "C", "C", "H", "H", "H", "H", "H", "H", "O", "C", "O", "C", "C", "C", "H", "H", "H", "H", "H", "H", "O", "C", "O", "C", "C", "C", "H", "H", "H", "H", "H", "H"],
  "coordinates": [[-0.205, 0.249, -0.291], [2.626, -2.007, 0.542], [3.170, -3.352, 0.519], [1.475, -2.066, -0.167], [2.439, -1.625, 2.047], [3.624, -1.476, 2.650], [1.920, -0.402, 2.168], [1.720, -2.591, 2.741], [4.449, -3.522, -0.058], [4.754, -5.040, 0.147], [5.815, -5.170, 0.360], [4.336, -5.325, 1.113], [4.559, -5.557, -0.793], [5.206, -3.024, 0.547], [4.514, -3.232, -1.107], [3.330, -1.279, 0.139], [-3.339, -2.127, 0.733], [-2.865, -1.463, 1.878], [-2.269, -2.085, -0.171], [-3.989, -3.522, 0.999], [-5.079, -3.320, 1.767], [-4.507, -4.083, -0.144], [-3.205, -4.446, 1.577], [-3.257, -0.078, 1.958], [-2.863, 0.391, 3.359], [-3.350, -0.087, 4.208], [-1.792, 0.452, 3.554], [-2.941, 1.473, 3.467], [-4.339, 0.054, 1.949], [-2.763, 0.479, 1.162], [-4.104, -1.560, 0.202], [2.069, 1.907, 0.282], [2.887, 2.003, -0.580], [3.936, 2.799, -0.437], [4.830, 2.649, -1.572], [4.236, 1.608, -2.550], [2.841, 1.402, -1.936], [5.846, 2.419, -1.251], [4.915, 3.627, -2.047], [4.900, 0.745, -2.514], [4.194, 2.010, -3.563], [2.675, 0.337, -1.774], [1.982, 1.847, -2.439], [-2.186, 2.111, -0.176], [-3.190, 2.565, -0.711], [-4.418, 2.503, -0.290], [-5.271, 3.498, -0.903], [-4.345, 4.234, -1.777], [-3.082, 3.449, -1.969], [-5.973, 4.093, -0.320], [-5.880, 2.987, -1.649], [-4.084, 5.135, -1.222], [-4.756, 4.475, -2.757], [-2.154, 4.020, -1.978], [-3.043, 2.917, -2.920]],
  "homo_ev": [-6.79, -6.76],
  "orbital_gap_ev": [6.34, 4.52],
  "s2": 0.75,
  "spin_multiplicity": 2,
  "lumo_ev": [-0.45, -2.24]
}

***

4.
{
  "formula": "C16H24F6N3O5S2Ti",
  "method": "the ωB97M-V functional and the def2-TZVPD basis",
  "symbols": ["Ti", "C", "C", "C", "C", "C", "C", "C", "C", "C", "C", "C", "C", "H", "H", "H", "H", "H", "H", "H", "H", "H", "H", "H", "H", "H", "H", "H", "H", "H", "H", "F", "C", "F", "F", "S", "O", "O", "N", "S", "O", "O", "C", "F", "F", "F", "C", "N", "C", "N", "O", "H", "H", "H", "H", "H", "H"],
  "coordinates": [[0.169, -0.032, 0.573], [2.755, 0.788, -1.661], [1.351, 0.223, -1.730], [1.032, -1.080, -1.246], [2.072, -2.035, -0.676], [-0.258, -1.613, -1.526], [-0.543, -3.041, -1.133], [-1.158, -0.905, -2.333], [-2.481, -1.523, -2.699], [-0.806, 0.343, -2.865], [-1.704, 1.017, -3.867], [0.410, 0.931, -2.507], [0.745, 2.304, -3.037], [3.148, 0.859, -2.676], [3.434, 0.173, -1.083], [2.781, 1.787, -1.224], [2.105, -2.934, -1.291], [1.827, -2.333, 0.347], [3.069, -1.608, -0.674], [-0.098, -3.304, -0.177], [-0.136, -3.701, -1.903], [-1.608, -3.236, -1.057], [-2.343, -2.261, -3.493], [-3.189, -0.777, -3.043], [-2.929, -2.022, -1.844], [-1.151, 1.717, -4.486], [-2.509, 1.563, -3.370], [-2.154, 0.285, -4.533], [-0.135, 2.945, -3.031], [1.109, 2.237, -4.065], [1.516, 2.796, -2.451], [-3.863, 1.499, -0.982], [-4.014, 0.838, 0.168], [-4.131, -0.460, -0.114], [-5.107, 1.252, 0.769], [-2.450, 1.041, 1.171], [-1.469, 0.742, 0.068], [-2.366, 2.390, 1.625], [-2.630, -0.109, 2.205], [-1.130, -0.666, 2.653], [-0.302, 0.602, 2.429], [-0.713, -1.461, 1.397], [0.770, -1.777, 3.625], [0.784, -2.103, 4.892], [1.758, -0.906, 3.383], [1.012, -2.845, 2.878], [0.760, 3.112, 0.739], [2.001, 2.752, 1.411], [2.433, 1.496, 1.561], [3.571, 1.288, 2.235], [1.893, 0.514, 0.967], [0.870, 4.100, 0.296], [-0.083, 3.125, 1.431], [0.548, 2.392, -0.055], [2.406, 3.460, 2.002], [3.997, 2.000, 2.802], [3.829, 0.329, 2.402]],
  "homo_ev": [-11.29, -12.14],
  "orbital_gap_ev": [8.07, 7.69],
  "relative_energy_ev": 0.714,
  "s2": 2.01,
  "spin_multiplicity": 3,
  "charge": 1,
  "lumo_ev": [-3.22, -4.44]
}

***

5.
{
  "formula": "C16H24F6NO7PS3Ti",
  "method": "the ωB97M-V functional and the def2-TZVPD basis",
  "symbols": ["Ti", "C", "C", "C", "C", "C", "C", "C", "C", "C", "C", "H", "H", "H", "H", "H", "H", "H", "H", "H", "H", "H", "H", "H", "H", "H", "F", "C", "F", "F", "S", "O", "O", "N", "S", "O", "O", "C", "F", "F", "F", "S", "C", "C", "O", "P", "O", "C", "O", "C", "H", "H", "H", "H", "H", "H", "H", "H", "H"],
  "coordinates": [[-0.275, -0.023, 0.668], [-1.568, -2.056, 1.166], [-0.884, -2.264, -0.055], [-1.387, -1.334, -0.999], [-2.379, -0.547, -0.350], [-2.500, -1.015, 0.980], [-3.504, -0.569, 1.995], [-3.243, 0.507, -0.970], [-1.040, -1.288, -2.454], [0.148, -3.321, -0.287], [-1.408, -2.852, 2.419], [-3.032, -0.267, 2.929], [-4.203, -1.382, 2.218], [-4.076, 0.285, 1.635], [-3.196, 1.445, -0.410], [-4.291, 0.193, -0.996], [-2.935, 0.707, -1.996], [-0.019, -1.627, -2.621], [-1.131, -0.285, -2.872], [-1.705, -1.943, -3.028], [0.731, -3.121, -1.186], [-0.322, -4.305, -0.388], [0.852, -3.373, 0.545], [-2.193, -3.613, 2.486], [-1.477, -2.215, 3.301], [-0.442, -3.354, 2.456], [5.965, 0.633, -0.612], [5.341, -0.501, -0.875], [5.133, -0.627, -2.179], [6.033, -1.531, -0.419], [2.515, 0.149, 0.258], [1.514, 1.172, 0.803], [1.552, -0.797, -0.442], [3.080, -0.692, 1.571], [2.101, -1.154, 2.666], [2.382, -2.446, 3.215], [0.679, -0.890, 2.387], [2.388, -0.012, 4.085], [2.182, 1.253, 3.745], [3.648, -0.131, 4.529], [1.567, -0.321, 5.097], [-1.858, 2.489, 2.743], [-1.161, 1.398, 1.850], [0.260, 3.999, 0.014], [0.705, 3.438, -1.223], [0.261, 1.958, -1.671], [1.670, 1.596, -2.357], [1.841, 0.499, -3.251], [-0.563, 2.261, -3.070], [-1.746, 3.032, -2.925], [-0.197, 4.966, -0.198], [1.118, 4.123, 0.673], [-0.456, 3.355, 0.515], [2.844, 0.594, -3.660], [1.112, 0.543, -4.062], [1.758, -0.443, -2.709], [-1.571, 4.046, -3.287], [-2.075, 3.090, -1.883], [-2.544, 2.572, -3.510]],
  "homo_ev": [-2.86, -5.43],
  "orbital_gap_ev": [5.43, 7.50],
  "relative_energy_ev": 0.189,
  "s2": 3.76,
  "spin_multiplicity": 4,
  "charge": -1,
  "lumo_ev": [2.57, 2.07]
}

***

6.
{
  "formula": "C16H24FNO5S",
  "method": "the ωB97M-V functional and the def2-TZVPD basis",
  "symbols": ["C", "C", "C", "C", "C", "C", "C", "C", "C", "O", "C", "C", "O", "C", "C", "C", "N", "C", "C", "F", "S", "O", "O", "O", "H", "H", "H", "H", "H", "H", "H", "H", "H", "H", "H", "H", "H", "H", "H", "H", "H", "H", "H", "H", "H", "H", "H", "H"],
  "coordinates": [[0.807, -4.185, 1.624], [0.100, -3.305, 2.016], [-0.801, -2.235, 2.469], [-0.272, -0.853, 2.126], [-0.227, -0.624, 0.609], [0.700, 0.550, 0.236], [0.542, 1.850, 1.030], [1.834, 2.703, 0.896], [1.984, 3.243, -0.531], [3.332, 3.233, -1.034], [3.861, 1.978, -1.140], [3.446, 1.103, -2.301], [4.648, 1.579, -0.328], [-1.660, -0.590, -0.039], [-1.731, -1.483, -1.304], [-1.513, -2.954, -1.092], [-2.377, -3.786, -1.492], [-2.257, 0.809, -0.296], [-1.796, 1.500, -1.564], [-2.746, 2.487, -1.857], [-2.840, -1.307, 1.185], [-3.944, -1.862, 0.469], [-3.232, -0.288, 2.118], [-2.114, -2.523, 1.927], [1.208, -5.074, 1.196], [-0.853, -2.332, 3.556], [-0.796, -0.058, 2.650], [0.763, -0.830, 2.479], [0.258, -1.520, 0.213], [1.717, 0.192, 0.434], [0.649, 0.700, -0.843], [-0.258, 2.483, 0.639], [0.371, 1.685, 2.091], [2.679, 2.093, 1.211], [1.744, 3.567, 1.554], [1.669, 4.283, -0.574], [1.354, 2.715, -1.257], [2.805, 1.606, -3.022], [2.960, 0.215, -1.898], [4.355, 0.763, -2.792], [-0.936, -1.116, -1.965], [-2.689, -1.330, -1.796], [-0.592, -3.313, -0.627], [-2.075, -4.737, -1.282], [-2.126, 1.411, 0.599], [-3.335, 0.670, -0.408], [-1.762, 0.848, -2.435], [-0.856, 2.039, -1.452]],
  "homo_ev": -10.16,
  "smiles": "[H]/N=C/C[C@]1(CCF)[C@@H](CCCCOC(C)=O)C[C@H](C#C)OS1(=O)=O",
  "orbital_gap_ev": 10.48,
  "lumo_ev": 0.32
}

***

7.
{
  "formula": "C16H24FO12",
  "method": "the ωB97M-V functional and the def2-TZVPD basis",
  "symbols": ["F", "C", "C", "C", "O", "C", "O", "O", "H", "H", "H", "H", "H", "H", "C", "C", "C", "O", "C", "O", "O", "H", "H", "H", "H", "H", "H", "C", "C", "C", "O", "C", "O", "O", "H", "H", "H", "H", "H", "H", "C", "C", "C", "O", "C", "O", "O", "H", "H", "H", "H", "H", "H"],
  "coordinates": [[-0.202, -0.635, -1.546], [-2.465, 0.210, 1.759], [-2.799, 0.730, 0.330], [-3.804, -0.235, -0.434], [-4.847, 0.734, -0.722], [-4.707, 1.832, -0.188], [-5.534, 2.691, -0.058], [-3.522, 2.001, 0.441], [-1.664, 0.965, 2.128], [-2.069, -0.694, 1.424], [-3.277, 0.097, 2.435], [-1.855, 0.792, -0.375], [-3.949, -1.109, 0.041], [-3.386, -0.417, -1.475], [2.368, -0.103, 1.845], [3.390, -0.635, 0.679], [3.019, -0.282, -0.783], [3.935, 0.645, -1.080], [4.924, 0.600, -0.156], [6.045, 1.138, -0.329], [4.641, -0.072, 0.840], [1.462, -0.512, 1.900], [2.245, 0.945, 1.889], [2.597, -0.451, 2.781], [3.334, -1.852, 0.624], [1.981, 0.252, -0.890], [3.086, -1.016, -1.418], [-1.787, -3.540, -0.733], [-0.349, -4.014, -0.498], [0.763, -3.062, -0.058], [1.350, -3.687, 1.019], [0.660, -4.793, 1.302], [0.971, -5.443, 2.253], [-0.411, -5.051, 0.469], [-2.397, -4.366, -0.874], [-1.981, -3.075, -1.721], [-2.272, -3.002, 0.045], [0.159, -4.654, -1.316], [0.050, -2.330, 0.185], [1.252, -2.825, -0.887], [0.623, 2.820, -2.034], [-0.244, 3.333, -0.979], [0.285, 2.831, 0.382], [0.870, 3.929, 0.996], [0.704, 4.912, 0.343], [1.037, 6.008, 0.780], [0.097, 4.671, -0.894], [0.460, 1.874, -2.389], [1.570, 2.745, -1.993], [0.405, 3.375, -3.152], [-1.328, 3.279, -1.159], [1.096, 2.092, 0.293], [-0.528, 2.356, 0.954]],
  "homo_ev": -6.33,
  "orbital_gap_ev": 8.76,
  "relative_energy_ev": 3.948,
  "charge": -1,
  "lumo_ev": 2.43
}

***

8.
{
  "formula": "C16H24KN3S",
  "method": "the ωB97M-V functional and the def2-TZVPD basis",
  "symbols": ["K", "C", "N", "C", "C", "N", "C", "S", "H", "H", "H", "H", "H", "H", "C", "C", "C", "C", "C", "C", "C", "C", "N", "C", "C", "C", "C", "H", "H", "H", "H", "H", "H", "H", "H", "H", "H", "H", "H", "H", "H", "H", "H", "H", "H"],
  "coordinates": [[2.022, 0.222, 1.787], [-2.519, -3.051, 2.109], [-1.825, -3.511, 3.300], [-2.358, -4.281, 4.321], [-1.386, -4.474, 5.231], [-0.266, -3.819, 4.750], [-0.527, -3.229, 3.559], [0.510, -2.343, 2.586], [-3.547, -3.401, 2.154], [-2.029, -3.442, 1.220], [-2.496, -1.964, 2.063], [-3.380, -4.615, 4.304], [-1.390, -5.010, 6.161], [0.640, -3.770, 5.180], [-1.713, 2.393, -3.949], [-1.302, 2.006, -2.551], [-2.260, 1.892, -1.549], [-1.848, 1.545, -0.260], [-2.853, 1.455, 0.862], [-0.515, 1.307, -0.009], [0.514, 1.386, -0.999], [0.039, 1.765, -2.287], [1.772, 1.092, -0.616], [2.892, 1.155, -1.536], [2.801, 0.135, -2.686], [3.157, 2.573, -2.076], [4.129, 0.771, -0.712], [-2.791, 2.546, -4.016], [-1.436, 1.620, -4.670], [-1.222, 3.318, -4.260], [-3.306, 2.077, -1.762], [-3.872, 1.419, 0.475], [-2.782, 2.321, 1.524], [-2.689, 0.564, 1.473], [-0.246, 1.055, 1.015], [0.727, 1.866, -3.115], [1.933, 0.294, -3.320], [2.723, -0.874, -2.274], [3.695, 0.179, -3.317], [2.358, 2.930, -2.722], [4.092, 2.608, -2.643], [3.236, 3.269, -1.237], [4.016, -0.244, -0.313], [4.263, 1.475, 0.117], [5.040, 0.791, -1.313]],
  "homo_ev": -5.39,
  "orbital_gap_ev": 5.14,
  "relative_energy_ev": 0.620,
  "lumo_ev": -0.25
}